[1]
ORCA calculation (wB97M-V/def2-TZVPD) on a structure of composition C10H14F6O3P2S2TaTe in a non-equilibrium geometry.

Its orbital gap (alpha / beta) is 7.6 / 5.9 eV. The spin multiplicity is 2. The net charge is +2.

Last column: Mulliken spin population.
Atoms and positions in Å:
Ta  10.31  9.07  6.35  0.0013
S  11.65  7.30  6.75  0.0009
C  12.56  8.65  7.56  -0.0006
C  13.95  8.53  7.55  -0.0001
C  14.72  9.49  8.25  0.0000
C  14.10  10.48  9.03  0.0001
C  12.73  10.57  9.07  -0.0002
C  11.96  9.70  8.33  0.0008
S  10.21  9.98  8.55  -0.0013
H  14.36  7.62  7.11  0.0000
H  15.80  9.41  8.20  0.0000
H  14.78  11.16  9.61  0.0000
H  12.19  11.30  9.66  0.0000
F  10.73  10.17  4.82  0.0000
P  9.23  14.29  4.40  0.0000
F  7.92  15.00  4.55  0.0000
F  9.56  13.25  5.54  -0.0001
F  8.66  13.06  3.51  -0.0001
F  10.17  14.63  3.21  0.0000
F  9.97  15.52  5.22  0.0000
C  8.51  6.76  9.76  0.0006
C  7.49  7.33  8.83  0.0049
O  7.42  6.64  7.56  -0.0133
P  7.23  7.48  6.18  -0.0192
O  8.53  8.40  6.23  -0.0123
Te  5.37  8.90  5.92  1.0161
O  7.59  6.55  5.00  0.0159
C  7.43  5.07  4.89  0.0020
C  8.71  4.41  4.63  -0.0003
H  8.36  7.31  10.71  -0.0003
H  9.52  6.88  9.36  -0.0003
H  8.31  5.71  9.94  0.0012
H  7.67  8.40  8.51  0.0045
H  6.48  7.29  9.23  0.0005
H  6.64  4.97  4.17  -0.0014
H  6.98  4.73  5.84  0.0000
H  9.25  4.91  3.79  0.0002
H  8.57  3.35  4.54  -0.0001
H  9.29  4.57  5.52  0.0003

---

[2]
ORCA calculation (wB97M-V/def2-TZVPD) on a structure of composition C20H23NiPSe2 in a non-equilibrium geometry.

Its orbital gap (alpha / beta) is 5.6 / 5.9 eV. The spin multiplicity is 3. The value obtained for the energy relative to the best compared isomer or geometry (same formula, charge and spin) is 218.3 kJ/mol.

Last column: Mulliken spin population.
Atoms and positions in Å:
C  -2.39  -0.39  -3.24  0.0154
C  0.69  -1.10  -2.48  0.1658
C  -1.49  0.29  -1.96  -0.0094
H  -2.10  0.22  -4.11  0.0026
C  1.29  0.19  -2.83  0.1153
H  1.42  -1.81  -2.05  0.0196
H  -2.32  0.67  -1.32  -0.0146
H  2.32  0.19  -3.20  -0.0041
C  -0.74  1.55  -2.41  0.0088
H  -0.34  2.06  -1.52  -0.0061
H  -1.48  2.22  -2.86  0.0030
C  -1.77  -1.77  -3.39  0.0893
H  -2.16  -2.23  -4.30  -0.0012
H  -2.09  -2.41  -2.56  -0.0201
C  -0.23  -1.82  -3.49  -0.0474
H  0.06  -1.51  -4.50  -0.0029
H  0.04  -2.89  -3.42  0.0019
C  0.40  1.25  -3.40  -0.0126
H  -0.01  0.98  -4.39  0.0093
H  0.99  2.16  -3.54  0.0014
Ni  1.06  -0.10  -1.16  0.3271
H  -3.45  -0.47  -3.33  -0.0063
Se  2.98  0.52  -0.09  0.1318
P  1.10  0.11  0.96  0.2490
Se  -0.92  -0.96  -0.61  0.8073
C  1.08  -1.19  2.22  0.0330
C  1.15  -2.54  1.81  0.0355
C  0.98  -3.55  2.76  -0.0099
C  0.80  -3.23  4.11  0.0213
C  0.81  -1.89  4.53  -0.0105
C  0.97  -0.87  3.59  0.0133
C  0.43  1.59  1.75  -0.0148
C  -0.87  1.53  2.29  0.0504
C  -1.32  2.61  3.05  0.0010
C  -0.50  3.72  3.25  0.0271
C  0.77  3.79  2.67  -0.0125
C  1.23  2.73  1.89  0.0259
H  1.31  -2.78  0.76  0.0088
H  1.01  -4.60  2.45  -0.0004
H  0.65  -4.02  4.84  0.0019
H  0.69  -1.64  5.58  -0.0008
H  1.01  0.18  3.91  0.0031
H  -1.50  0.65  2.12  -0.0062
H  -2.32  2.57  3.50  0.0001
H  -0.86  4.56  3.86  0.0031
H  1.40  4.66  2.82  -0.0007
H  2.22  2.75  1.42  0.0085

---

[3]
ORCA calculation (wB97M-V/def2-TZVPD) on an isolated molecule of C2H4N2O in a non-equilibrium geometry.

Its orbital gap is 9.7 eV. The spin multiplicity is 1. The value obtained for the energy relative to the best compared isomer or geometry (same formula, charge and spin) is 284.8 kJ/mol. Its SMILES is [H]/N=N/CC=O.

Last column: Mulliken charge in e.
Atoms and positions in Å:
H  -2.07  -2.09  0.28  0.2522
N  -1.45  -1.22  0.48  -0.4837
N  -0.77  -1.00  -0.53  -0.0421
C  0.10  0.15  -0.50  -0.4684
C  1.48  -0.18  0.30  0.0923
O  2.20  -1.07  -0.09  -0.4358
H  -0.43  0.74  0.22  0.4158
H  0.38  0.37  -1.47  0.3296
H  1.52  0.47  1.10  0.3402

---

[4]
ORCA calculation (wB97M-V/def2-TZVPD) on a structure of composition C4H9N3O in a non-equilibrium geometry.

Its orbital gap (alpha / beta) is 8.2 / 8.2 eV. The spin multiplicity is 1. The value obtained for the energy relative to the best compared isomer or geometry (same formula, charge and spin) is 416.7 kJ/mol.

Last column: Mulliken charge in e.
Atoms and positions in Å:
C  0.38  -1.83  0.37  -1.2735
C  0.02  -0.69  -0.53  0.4276
N  1.64  -0.34  -1.60  0.1538
N  1.77  0.72  -2.01  -0.3707
N  -0.93  -0.60  -1.35  -0.5633
H  0.93  1.60  -1.44  0.4473
H  -1.54  -1.42  -1.37  0.2367
H  0.84  -1.47  1.30  0.2712
H  -0.49  -2.42  0.66  0.3330
H  1.11  -2.49  -0.10  0.3946
C  -1.13  1.20  1.11  -1.0748
C  0.22  1.15  0.45  0.2513
O  0.50  2.06  -0.42  -0.5701
H  1.06  0.83  1.09  0.3468
H  -1.15  2.06  1.79  0.3424
H  -1.33  0.30  1.69  0.3260
H  -1.90  1.33  0.36  0.3216

---

[5]
ORCA calculation (wB97M-V/def2-TZVPD) on a cluster of 2 separate species, C4H14N2O2 in total in a non-equilibrium geometry.

Its orbital gap is 10.8 eV. The spin multiplicity is 1. The net charge is +2. The value obtained for the energy relative to the best compared isomer or geometry (same formula, charge and spin) is 199.0 kJ/mol.

Last column: Mulliken charge in e.
Atoms and positions in Å:
O  1.63  1.67  0.12  -0.3467
C  0.88  1.27  0.93  -0.2329
C  0.21  -0.13  0.79  0.0582
C  -0.90  -0.08  -0.14  -1.0087
C  -2.06  0.79  0.23  -0.5055
N  -3.40  -0.03  0.23  -0.3577
N  1.31  -1.03  0.39  -0.1528
H  0.96  1.78  1.91  0.4068
H  -0.22  -0.40  1.78  0.3558
H  -1.22  -1.20  -0.23  0.4848
H  -0.73  0.07  -1.16  0.5242
H  -2.40  1.64  -0.51  0.3283
H  -2.23  1.19  1.27  0.3640
H  -3.53  -0.67  1.10  0.3845
H  -3.55  -0.62  -0.55  0.3428
H  -4.12  0.54  0.30  0.3152
H  1.19  -1.82  0.88  0.3578
H  2.21  -0.56  0.69  0.3703
H  1.34  -1.25  -0.59  0.3359
H  2.65  -0.98  -2.84  0.3425
H  3.18  -2.19  -2.03  0.3387
O  2.41  -1.57  -2.02  -0.7054

---

[6]
ORCA calculation (wB97M-V/def2-TZVPD) on a cluster of 7 separate species, C5H26NO6S2 in total in a non-equilibrium geometry.

Its orbital gap (alpha / beta) is 8.8 / 5.1 eV. The spin multiplicity is 2. The net charge is +2.

Last column: Mulliken spin population.
Atoms and positions in Å:
N  0.45  0.85  -1.51  -0.0026
C  0.17  0.81  -3.01  0.0163
C  -0.99  1.74  -3.29  0.0035
C  0.05  -0.64  -3.49  0.0127
S  -1.17  -1.59  -2.59  0.3457
S  -0.19  -3.41  -2.50  0.5583
C  0.07  -3.64  -0.74  -0.0183
C  -1.12  -3.23  0.08  0.0313
H  -0.44  0.86  -1.00  0.0008
H  0.89  1.73  -1.19  -0.0011
H  1.11  0.09  -1.28  0.0039
H  1.22  1.07  -3.33  0.0032
H  -1.48  2.12  -2.39  0.0004
H  -1.68  1.17  -3.85  0.0020
H  -0.83  2.69  -3.81  0.0014
H  1.01  -1.08  -3.45  -0.0104
H  -0.41  -0.63  -4.49  0.0119
H  0.84  -3.07  -0.26  0.0473
H  0.27  -4.69  -0.46  -0.0036
H  -1.79  -2.40  -0.13  -0.0054
H  -0.77  -2.79  1.05  -0.0033
H  -1.83  -3.96  0.53  0.0048
H  0.87  -2.53  3.84  0.0000
H  -0.49  -2.26  4.25  0.0000
O  0.14  -1.94  3.58  0.0000
H  -1.00  -0.49  2.66  -0.0001
H  -1.96  -0.49  1.69  0.0002
O  -1.15  0.03  1.85  0.0005
H  2.41  0.18  0.77  0.0000
H  1.66  1.17  1.53  0.0000
O  1.67  0.81  0.64  0.0005
H  -1.45  3.06  0.10  0.0000
H  0.10  3.27  0.50  0.0000
O  -0.55  3.07  -0.23  0.0001
H  0.69  2.58  2.68  0.0000
H  -0.32  3.67  2.64  0.0000
O  0.53  3.42  2.22  0.0000
H  1.35  1.33  4.73  0.0000
H  2.54  1.48  3.83  0.0000
O  1.59  1.64  3.84  0.0000

---

[7]
ORCA calculation (wB97M-V/def2-TZVPD) on a structure of composition C21H51Br9N6O8P2 in a non-equilibrium geometry.

Its orbital gap is 7.8 eV. The spin multiplicity is 1. The value obtained for the energy relative to the best compared isomer or geometry (same formula, charge and spin) is 294.8 kJ/mol.

Last column: Mulliken charge in e.
Atoms and positions in Å:
C  -4.99  -2.04  1.73  -0.4569
Br  -3.27  -1.95  2.66  0.0384
Br  -6.30  -2.65  3.13  -0.0528
Br  -4.81  -3.41  0.27  0.0114
H  -5.31  -1.09  1.28  0.4572
C  -1.17  2.44  6.05  -0.2618
Br  -2.08  3.18  4.54  0.0046
Br  -2.22  2.42  7.69  -0.0308
Br  0.52  3.50  6.18  -0.0831
H  -0.99  1.39  5.83  0.3192
C  3.81  -3.98  0.77  -0.3803
Br  4.77  -5.31  1.93  -0.0792
Br  4.99  -2.43  0.22  -0.0802
Br  2.29  -3.17  1.72  0.0480
H  3.48  -4.59  -0.07  0.4760
O  0.10  -0.90  2.37  -0.9517
P  0.52  0.21  1.44  -0.1450
N  1.96  1.02  1.99  0.5072
C  1.78  2.06  3.10  -0.8250
C  3.18  0.18  2.07  -0.7072
N  -0.66  1.49  1.37  0.7872
C  -2.08  1.21  1.53  -0.9744
C  -0.50  2.68  0.59  -0.9944
N  0.84  -0.20  -0.22  0.8147
C  0.20  -1.40  -0.70  -0.9285
C  1.53  0.66  -1.18  -1.1354
H  1.09  2.80  2.69  0.2098
H  2.75  2.49  3.37  0.3374
H  1.31  1.57  3.95  0.3373
H  2.87  -0.70  2.62  0.3013
H  3.95  0.70  2.64  0.3257
H  3.54  -0.23  1.13  -0.0262
H  -2.37  0.58  0.69  0.1434
H  -2.24  0.68  2.47  0.1003
H  -2.60  2.17  1.59  0.4297
H  -0.77  3.62  1.06  0.2990
H  0.55  2.73  0.28  0.2354
H  -1.06  2.58  -0.34  0.2481
H  -0.87  -1.26  -0.56  0.2124
H  0.33  -1.46  -1.78  0.4640
H  0.53  -2.25  -0.10  -0.1164
H  0.87  1.36  -1.69  0.3248
H  1.98  0.15  -2.04  0.4788
H  2.22  1.34  -0.68  0.2823
O  -3.26  -1.33  -6.33  -0.8466
P  -3.46  -1.94  -5.02  0.4563
N  -2.27  -3.05  -4.66  0.3897
C  -2.01  -3.48  -3.33  -1.4094
C  -1.75  -3.87  -5.73  -1.0165
N  -4.90  -2.93  -4.83  0.3617
C  -5.04  -3.75  -3.62  -0.8911
C  -5.74  -3.22  -5.99  -1.0798
N  -3.53  -0.76  -3.74  0.4149
C  -2.34  0.02  -3.46  -0.8285
C  -4.75  -0.32  -3.15  -0.8896
H  -2.55  -4.41  -3.15  0.3278
H  -2.12  -2.72  -2.55  0.4437
H  -0.96  -3.76  -3.30  0.4447
H  -2.38  -4.74  -5.92  0.3294
H  -0.82  -4.37  -5.47  0.3355
H  -1.57  -3.24  -6.59  0.3129
H  -4.92  -4.82  -3.78  0.3075
H  -4.40  -3.54  -2.77  -0.0784
H  -6.06  -3.67  -3.23  0.3903
H  -5.78  -4.27  -6.28  0.2912
H  -6.74  -2.86  -5.78  0.3294
H  -5.34  -2.66  -6.83  0.3315
H  -1.47  -0.64  -3.44  0.2729
H  -2.26  0.78  -4.24  0.2338
H  -2.53  0.36  -2.45  0.2246
H  -5.46  -1.15  -3.17  0.2715
H  -5.20  0.44  -3.80  0.3070
H  -4.71  0.01  -2.11  0.2541
C  2.28  4.51  -3.17  -0.7435
O  2.20  4.35  -1.78  -0.1915
C  2.79  5.21  -0.91  0.6290
O  3.02  6.36  -1.21  -0.5698
O  3.11  4.62  0.31  -0.1862
C  3.25  5.38  1.52  -0.7347
H  1.87  5.46  -3.52  0.3281
H  1.80  3.70  -3.73  0.2385
H  3.32  4.54  -3.49  0.3380
H  2.47  5.11  2.23  0.2105
H  2.99  6.43  1.36  0.3782
H  4.19  5.21  2.05  0.3081
C  6.27  -1.28  3.74  -0.6267
O  5.26  -0.75  4.59  -0.2381
C  5.47  0.23  5.40  0.8148
O  6.41  1.02  5.38  -0.6124
O  4.39  0.34  6.20  -0.3190
C  4.07  1.59  6.83  -0.6197
H  7.31  -1.18  4.03  0.3504
H  6.17  -0.72  2.81  0.2435
H  6.19  -2.33  3.47  0.2197
H  4.65  1.69  7.75  0.3348
H  3.01  1.73  7.04  0.2140
H  4.16  2.48  6.21  0.2792

---

[8]
ORCA calculation (wB97M-V/def2-TZVPD) on a structure of composition BrH8LiO4 in a non-equilibrium geometry.

Its orbital gap is 8.4 eV. The spin multiplicity is 1. The value obtained for the energy relative to the best compared isomer or geometry (same formula, charge and spin) is 285.2 kJ/mol.

Last column: Mulliken charge in e.
Atoms and positions in Å:
Li  4.39  17.98  16.74  0.8686
Br  2.09  18.13  15.57  -1.0312
O  0.49  19.54  18.14  -0.5810
H  1.07  19.09  17.36  0.3863
H  0.20  18.75  18.45  0.2885
O  2.85  19.03  12.40  -0.6147
H  3.00  20.02  12.45  0.3217
H  2.57  18.84  13.35  0.2762
O  1.56  15.20  17.69  -0.6019
H  0.81  15.50  18.20  0.3093
H  1.70  15.71  16.91  0.3491
O  -0.21  16.51  14.91  -0.5362
H  -0.79  17.30  14.78  0.3218
H  0.59  16.76  14.87  0.2435

---

[9]
ORCA calculation (wB97M-V/def2-TZVPD) on a structure of composition F4N2NaO8S4 in a non-equilibrium geometry.

Its orbital gap is 9.8 eV. The spin multiplicity is 1. The net charge is -1. The value obtained for the energy relative to the best compared isomer or geometry (same formula, charge and spin) is 273.5 kJ/mol.

Last column: Mulliken charge in e.
Atoms and positions in Å:
Na  0.35  -0.22  -0.16  1.1119
N  0.90  1.95  -1.22  -0.3242
S  2.33  2.65  -1.24  1.1037
O  3.23  2.20  -0.18  -0.5795
O  2.49  4.04  -1.75  -0.5470
F  2.83  1.83  -2.56  -0.3106
S  0.29  3.32  -0.36  1.0805
O  -0.46  4.27  -1.17  -0.5685
O  0.76  3.77  0.93  -0.5267
F  -0.97  2.52  0.25  -0.3041
N  -0.81  -2.02  0.69  -0.3316
S  -0.94  -3.48  -0.19  1.0142
O  -2.24  -3.75  -0.73  -0.5043
O  -0.03  -4.55  0.23  -0.5460
F  -0.13  -2.83  -1.44  -0.3057
S  -1.68  -2.53  1.86  0.9878
O  -1.08  -3.45  2.83  -0.5748
O  -3.09  -2.53  1.52  -0.5688
F  -1.74  -1.18  2.71  -0.3065

---

[10]
ORCA calculation (wB97M-V/def2-TZVPD) on a cluster of 2 separate species, C3H4N3O2 in total in a non-equilibrium geometry.

Its orbital gap is 9.2 eV. The spin multiplicity is 1. The net charge is +1. The value obtained for the energy relative to the best compared isomer or geometry (same formula, charge and spin) is 407.7 kJ/mol.

Last column: Mulliken charge in e.
Atoms and positions in Å:
C  -1.27  1.08  0.79  0.1021
C  1.35  -1.98  -0.40  0.5627
C  -0.41  1.64  -0.04  0.0751
N  -1.13  -0.17  1.14  -0.2243
N  0.19  2.46  -0.62  0.6211
N  1.60  -2.04  -1.55  -0.3415
O  0.92  -1.77  0.66  -0.5694
O  0.79  3.17  -1.29  -0.4850
H  -2.26  1.65  0.94  0.3393
H  -1.94  -0.78  1.45  0.3037
H  -0.25  -0.82  0.99  0.2823
H  2.40  -2.44  -2.07  0.3338

---

[11]
ORCA calculation (wB97M-V/def2-TZVPD) on an isolated molecule of CH2N2P2 in a non-equilibrium geometry.

Its orbital gap is 8.9 eV. The spin multiplicity is 1. The value obtained for the energy relative to the best compared isomer or geometry (same formula, charge and spin) is 266.2 kJ/mol. Its SMILES is C1=[PH]=PN=N1.

Last column: Mulliken charge in e.
Atoms and positions in Å:
C  0.23  -0.77  0.44  -0.0426
P  0.30  -0.46  -1.38  -0.1292
P  -1.12  1.23  -0.82  0.1871
N  -1.09  1.13  0.70  -0.2058
N  -0.26  -0.02  1.30  -0.2748
H  0.80  -1.63  0.92  0.3900
H  1.14  0.52  -1.17  0.0754

---

[12]
ORCA calculation (wB97M-V/def2-TZVPD) on a cluster of 4 separate species, C7H23N7O4 in total in a non-equilibrium geometry.

Its orbital gap (alpha / beta) is 9.2 / 3.4 eV. The spin multiplicity is 2. The net charge is +1. The value obtained for the energy relative to the best compared isomer or geometry (same formula, charge and spin) is 53.5 kJ/mol.

Last column: Mulliken spin population.
Atoms and positions in Å:
C  -3.74  0.13  1.71  0.0894
C  -2.71  -0.82  2.08  -0.0177
C  -3.34  -2.15  2.72  0.1022
O  -4.45  -1.89  3.59  0.0063
C  -4.96  -3.06  4.16  0.0042
N  -1.87  -1.08  0.96  0.7684
H  -4.61  0.23  2.35  0.0089
H  -4.21  -0.13  0.76  0.0090
H  -3.24  1.09  1.56  0.0003
H  -2.08  -0.55  2.93  -0.0026
H  -2.63  -2.63  3.39  0.0011
H  -3.50  -2.91  1.95  0.0021
H  -4.93  -3.94  3.52  0.0003
H  -5.99  -3.01  4.50  0.0002
H  -4.27  -3.43  4.92  -0.0005
H  -2.41  -1.05  0.11  -0.0177
H  -1.12  -0.43  0.80  -0.0189
C  1.31  -1.94  -3.61  0.0002
O  1.52  -0.98  -2.90  -0.0003
N  0.43  -2.15  -4.57  0.0000
N  1.82  -3.09  -3.36  0.0000
H  -0.18  -1.38  -4.82  0.0000
H  0.31  -3.10  -4.89  0.0000
H  2.59  -2.95  -2.73  0.0000
H  1.43  -3.99  -3.60  0.0000
C  0.41  1.98  -1.23  -0.0031
O  -0.71  1.48  -1.20  0.0499
N  1.45  1.49  -1.69  0.0174
N  0.75  3.14  -0.77  0.0036
H  1.30  0.56  -2.06  -0.0009
H  2.34  1.92  -1.48  -0.0020
H  0.03  3.70  -0.34  -0.0002
H  1.74  3.28  -0.94  0.0002
C  4.94  3.52  -0.41  0.0000
O  3.85  3.60  -0.94  0.0001
N  5.46  2.36  0.08  0.0000
N  5.75  4.49  -0.34  0.0000
H  6.45  2.40  0.24  0.0000
H  5.03  1.49  -0.17  0.0000
H  6.64  4.35  0.13  0.0000
H  5.41  5.43  -0.41  0.0000